The following is a quantum chemistry calculation of a 3-piece molecular cluster, C14H20F2NO10PS overall at a distorted geometry, from the Open Molecules 2025 dataset.

Structure (XYZ):
```
49
Properties=species:S:1:pos:R:3:forces:R:3:mulliken_charge:R:1
C 2.62016 -1.11373 1.57486 0.0793 0.2586 -0.2643 -0.016
C 2.39999 -1.50088 0.46114 -0.3436 -0.1558 0.0616 -0.381
C 2.14298 -1.91731 -0.92284 0.5500 0.2194 0.1438 -0.790
C 2.14411 -0.68566 -1.85749 -0.0100 -0.4334 -0.1090 -0.594
C 0.77317 -0.14438 -2.29896 0.6276 0.3445 -0.0213 -1.087
P -0.34197 0.48870 -0.98698 -0.2824 -0.0633 -0.6229 0.858
N 0.18572 2.32028 -1.28106 -0.0372 0.1702 1.7449 -0.133
C 1.24473 2.81136 -0.50682 -0.1864 0.7286 -0.7718 0.459
O 1.51525 3.95830 -0.35527 -0.0031 -0.2024 0.2329 -0.517
F 1.99896 1.84623 0.02915 0.0092 -0.2965 -0.1683 -0.133
C -0.94109 3.16436 -1.05265 0.2833 -0.1628 -0.7412 0.454
O -1.60585 3.69600 -1.86687 -0.1182 0.0108 0.0679 -0.459
F -1.26465 3.20943 0.25531 0.0326 0.0684 -0.0180 -0.237
S -1.27090 -1.51876 -0.56554 -0.3252 -1.2421 0.5858 0.988
C -2.97601 -1.14269 -0.15102 0.1739 -0.1521 -0.5560 -0.964
O -1.30151 -2.34835 -1.76634 -0.0716 0.4699 -0.1742 -0.697
O -0.66825 -2.13344 0.60856 -0.0429 0.4286 -0.0296 -0.643
H 2.85960 -0.70827 2.52974 -0.0937 -0.1593 0.1033 0.486
H 2.97265 -2.56417 -1.22077 -0.0608 -0.0270 -0.0371 0.372
H 1.24016 -2.51926 -1.00493 -0.0752 0.0599 0.0416 0.379
H 2.75486 0.08540 -1.39354 -0.1070 0.1055 -0.0580 0.358
H 2.65638 -0.96259 -2.78150 -0.0851 0.0373 -0.0491 0.421
H 0.97159 0.71824 -2.93381 -0.1758 0.0883 0.0401 0.506
H 0.25642 -0.87821 -2.91536 -0.2859 -0.1403 0.3820 0.668
H -1.63192 0.89302 -1.37896 0.1375 -0.0139 -0.0445 -0.304
H -0.04488 0.57662 0.37884 0.1260 -0.0904 -0.0929 0.089
H -3.46157 -2.11396 -0.07018 0.1102 -0.0604 0.1896 0.433
H -3.41027 -0.61963 -0.99827 -0.0803 0.1373 0.1182 0.252
H -3.05099 -0.57197 0.76980 0.0575 0.0257 0.0043 0.324
O -3.92559 1.52231 -1.42020 0.0241 -0.0138 -0.0035 -0.563
C -4.61864 2.43438 -1.75033 0.1029 0.1388 -0.0293 0.624
O -4.95977 2.71197 -3.02375 -0.0247 -0.0458 0.0488 -0.317
C -5.96016 3.73663 -3.00724 -0.1036 0.1007 -0.0477 -0.312
C -5.71200 4.40128 -1.66752 -0.0479 0.1686 -0.0365 -0.311
O -5.15839 3.32709 -0.89868 0.0020 -0.0419 -0.0227 -0.306
H -5.82735 4.40183 -3.85568 0.1243 -0.0683 -0.0240 0.294
H -6.94285 3.26590 -3.06518 0.0072 -0.0091 0.0222 0.265
H -4.97415 5.20230 -1.72725 0.0251 -0.0322 -0.0191 0.255
H -6.61499 4.77449 -1.19253 0.0124 -0.1119 0.0932 0.290
O 3.26214 -1.51195 4.97723 0.0031 0.0140 -0.0196 -0.504
C 3.93651 -2.44718 4.69213 0.0004 0.0595 0.0093 0.645
O 4.23612 -2.82026 3.42690 0.1032 -0.0687 0.1279 -0.236
C 5.25343 -3.82194 3.48165 0.0730 -0.1032 -0.0712 -0.336
C 5.06287 -4.39489 4.87249 0.0553 -0.1260 -0.0119 -0.342
O 4.51985 -3.28102 5.58652 -0.0201 -0.0074 -0.0362 -0.355
H 5.10330 -4.54893 2.68798 -0.1113 0.0667 -0.0293 0.304
H 6.22611 -3.34303 3.35537 -0.0031 0.0046 0.0316 0.260
H 4.33853 -5.21092 4.89110 -0.0118 0.0154 -0.0221 0.257
H 5.98814 -4.72275 5.33877 -0.0134 0.1067 0.0821 0.294
```
Positions in Å, forces in eV/Å.

Its SMILES is C#CCCC[PH2](N(C(=O)F)C(=O)F)S(C)(=O)=O.O=C1OCCO1.O=C1OCCO1. The value obtained for the orbital gap is 9.7 eV. For the energy above the lowest of the compared OMol25 structures with the same formula, charge and spin, the calculation gives 0.0 kJ/mol. Its charge is 0. The largest force on an atom is 1.75 eV/A. Its spin multiplicity is 1.


The following is a quantum chemistry calculation of a 2-piece molecular cluster, C14H20F3N4O2 overall at a distorted geometry, from the Open Molecules 2025 dataset.

Structure (XYZ):
```
43
Properties=species:S:1:pos:R:3:forces:R:3:mulliken_charge:R:1
N 2.29956 0.95250 1.21844 0.1752 0.3830 -0.5701 -0.227
C 1.86841 0.52530 0.03348 0.0085 0.5958 1.0556 -0.701
N 2.74250 0.45134 -1.01951 -0.5548 -0.5785 0.0836 -0.103
C 2.43758 -0.50935 -2.08955 -0.0475 0.1106 -0.5950 -0.990
C 1.34489 -1.54698 -1.76853 0.0735 -0.2475 0.0382 -1.241
C 0.52675 -1.25736 -0.49519 -0.1079 -0.5401 0.5449 0.934
C -0.85934 -1.86876 -0.47856 0.0758 0.8624 0.1166 0.124
C -1.88034 -1.25844 0.24563 0.0357 -0.5335 -0.4087 -0.451
C -3.11190 -1.88631 0.17301 0.1411 0.6290 0.3700 -0.974
C -3.25450 -3.03168 -0.57316 -1.0081 -0.9121 -0.2936 -0.257
N -2.29797 -3.67456 -1.24857 0.2561 1.1372 0.6479 -0.696
C -1.12459 -3.03840 -1.15701 0.5465 -0.8004 -0.6857 -0.304
N 0.50790 0.16978 -0.11910 0.8138 -0.7582 -1.2454 0.468
C -0.17527 0.99426 -1.13858 -0.4022 0.7591 0.5083 -0.888
C 0.34556 2.43404 -1.11471 0.0069 -0.1365 -0.5485 -0.842
C -0.59904 3.37486 -1.81504 -0.4241 -0.3195 0.5382 0.897
F -0.63306 3.12701 -3.14257 0.0914 0.2422 -0.1358 -0.289
F -1.87134 3.26727 -1.38293 0.0889 0.0042 -0.0281 -0.263
F -0.24568 4.65495 -1.62041 0.1597 0.1010 -0.3413 -0.275
H 2.76395 1.84724 1.25372 0.6000 -0.3096 0.2767 0.210
H 2.23312 0.35823 2.08358 -1.5666 -0.0431 0.9122 0.217
H 3.69774 0.42515 -0.70368 0.0619 0.0624 0.0168 0.335
H 3.35893 -1.03634 -2.33274 0.0998 0.0620 0.0720 0.434
H 2.17094 0.02259 -3.00590 -0.1002 0.1502 0.0870 0.300
H 1.82421 -2.51524 -1.62404 0.0221 -0.0513 0.0183 0.619
H 0.70988 -1.68299 -2.64366 -0.1187 0.2210 -0.0129 0.427
H 1.05209 -1.74352 0.33342 0.0485 0.1382 0.1210 0.521
H -1.69463 -0.36152 0.81786 -0.0746 -0.0049 0.1524 0.441
H -3.96486 -1.47939 0.69514 -0.0632 0.0032 0.0429 0.421
H -4.24616 -3.47451 -0.62660 0.0530 -0.0854 -0.0199 0.349
H -0.29805 -3.51110 -1.68123 -0.0833 -0.0986 -0.0671 0.385
H -0.12781 0.59725 -2.15819 0.1429 -0.1189 0.0305 0.189
H -1.22478 1.05810 -0.85512 -0.0742 -0.3232 -0.0670 0.932
H 0.50507 2.79603 -0.10069 -0.0677 -0.0756 0.0949 0.319
H 1.26632 2.48903 -1.69574 0.2156 0.1778 0.2508 0.302
O 0.98735 -0.40982 3.37273 1.3635 0.1683 -0.8521 -0.856
C 0.29277 0.69377 3.66550 -0.2071 0.0134 0.0585 -0.055
C -1.31074 0.39415 3.77649 0.0547 0.4050 -0.0183 0.237
O -1.99945 1.49034 4.03204 -0.2728 -0.0577 -0.0592 -0.847
H 0.35627 1.52509 2.91945 -0.1788 -0.1832 -0.3351 -0.065
H 0.55266 1.19744 4.62212 -0.0235 -0.2764 0.1690 0.309
H -1.37547 -0.42424 4.53358 0.1282 0.0852 0.2019 0.219
H -1.54949 -0.13522 2.81481 0.1118 0.1430 -0.1243 -0.266
```
Positions in Å, forces in eV/Å.

The value obtained for the orbital gap is 3.5 eV. Its charge is -1. The largest force on an atom is 1.81 eV/A. Its spin multiplicity is 1.


The following is a quantum chemistry calculation of a single C14H20F9N2O2P molecule at a distorted geometry, from the Open Molecules 2025 dataset.

Structure (XYZ):
```
48
Properties=species:S:1:pos:R:3:forces:R:3:mulliken_charge:R:1
C 1.77547 -0.12728 3.74119 -1.1202 0.1379 -0.4994 -0.819
C 0.44429 -1.05427 3.67870 0.7156 -2.2535 2.7014 0.447
O 0.34970 -2.00080 4.52111 0.1304 3.3650 -3.5990 -0.572
N -0.62763 -0.73886 2.68196 0.9873 -0.4739 1.7447 0.305
C -1.47379 0.29867 3.35184 -0.8601 1.8523 0.0056 -0.950
C -1.39580 -1.98012 2.34306 -0.5273 -0.7344 0.3351 -0.841
C -2.25734 -1.85593 0.97921 0.2270 -0.5618 0.3107 -0.667
C -1.52078 -2.60679 -0.27687 -1.1703 1.4363 0.4680 -0.343
C -0.94640 -1.45902 -1.25058 -0.4150 -0.1652 0.2208 -0.117
P 0.72609 -1.84560 -2.05081 0.5170 1.8960 1.0405 0.426
C 1.31649 -0.03473 -2.03491 1.4512 1.6722 0.1043 -0.515
C 0.85826 0.85084 -3.29942 -0.6442 -0.6120 0.0065 -0.863
C -0.16342 2.04523 -2.94373 -0.5613 -1.5882 -2.3714 0.616
F -1.17046 1.57337 -2.05153 2.1560 1.4892 -1.4174 -0.193
F -0.85835 2.32237 -4.19182 1.3161 -0.2211 2.7092 -0.346
C 0.52557 3.42756 -2.52662 -0.0511 1.1315 -2.1690 0.588
F 1.63901 3.65130 -3.42185 -2.4973 -0.7128 2.2111 -0.294
F -0.40039 4.48654 -2.83533 2.3537 -2.4598 1.5188 -0.278
C 1.12499 3.51357 -1.04659 2.2602 2.1236 0.7108 0.484
F 1.65676 4.85298 -0.91992 -1.4646 -3.0453 -0.3541 -0.295
F 2.27231 2.66874 -0.83646 -3.3542 1.7401 -0.7031 -0.221
C 0.06903 3.36063 0.15168 -1.8157 -0.7286 3.0574 0.576
F -0.10528 2.00439 0.59210 0.7155 3.3255 -1.4903 -0.161
F 0.52987 4.06173 1.31317 -1.2215 -1.7117 -3.3769 -0.244
F -1.24056 3.82525 -0.17270 3.8082 -0.9797 0.6224 -0.232
O 0.38588 -3.60069 -2.10611 3.8572 -2.6255 2.3300 -0.369
C 1.35137 -4.27316 -1.30158 -2.2891 -1.7649 2.3946 0.409
N 1.81491 -4.93441 -0.39124 -1.6871 3.4447 -4.8527 -0.476
H 2.21860 -0.02220 2.69136 -0.6619 -0.1147 1.4889 0.195
H 2.55237 -0.53782 4.47102 -1.4097 0.3688 -1.0687 0.310
H 1.43616 0.90831 4.09595 0.5938 -1.3525 -0.5720 0.253
H -1.76580 1.15897 2.62908 0.5329 -1.5074 1.0100 0.146
H -2.46049 -0.12522 3.74790 1.4276 0.3171 -0.4157 0.293
H -0.94269 0.82676 4.23723 -0.7437 -1.0682 -1.4851 0.395
H -0.62436 -2.84408 2.30981 -1.4284 1.3799 -0.1398 0.415
H -2.11027 -2.20727 3.21379 0.9652 0.1393 -1.1902 0.338
H -2.44788 -0.74475 0.78485 0.2364 -1.5258 0.0945 0.320
H -3.28734 -2.35964 1.12098 1.6839 0.8347 -0.0161 0.444
H -2.35430 -3.15389 -0.83448 1.5767 0.2879 0.7776 0.352
H -0.73156 -3.28459 0.19080 -1.1102 0.7919 -1.1154 0.096
H -0.83711 -0.50750 -0.61091 0.1190 -1.4322 -1.3049 -0.216
H -1.67694 -1.22070 -2.11766 1.0760 -0.3838 1.4879 0.300
H 0.98509 -1.90902 -3.46646 -0.4512 -0.1719 0.6495 0.043
H 1.81199 -2.14544 -1.13010 -0.7696 0.1468 -0.5538 0.047
H 1.07560 0.46191 -1.01386 0.2818 -0.8130 -1.7610 0.050
H 2.47792 -0.06395 -2.06862 -1.8339 -0.0536 0.0738 0.423
H 1.74566 1.20097 -3.95474 -1.6053 -0.2113 1.3591 0.287
H 0.25556 0.13764 -3.99190 0.7043 1.3922 1.0229 0.453
```
Positions in Å, forces in eV/Å.

Its SMILES is CC(=O)N(C)CCCC[PH2](CCC(F)(F)C(F)(F)C(F)(F)C(F)(F)F)OC#N. The value obtained for the orbital gap is 9.7 eV. Its charge is 0. The largest force on an atom is 6.19 eV/A. Its spin multiplicity is 1.


Q: Number 3 is which compound?
A: C14H20F9N2O2P